{"formula": "C33H40IrN11OPS3", "method": "the ωB97M-V functional and the def2-TZVPD basis", "symbols": ["Ir", "N", "C", "N", "N", "N", "N", "C", "N", "N", "N", "N", "H", "S", "C", "C", "C", "C", "C", "C", "N", "C", "C", "C", "C", "C", "C", "C", "C", "N", "C", "C", "C", "C", "C", "S", "C", "H", "H", "H", "H", "H", "H", "H", "H", "H", "H", "H", "H", "C", "C", "C", "P", "C", "C", "C", "C", "C", "C", "H", "H", "H", "H", "H", "H", "H", "H", "H", "H", "H", "H", "H", "H", "H", "H", "H", "H", "H", "H", "H", "C", "S", "C", "O", "H", "H", "H", "H", "H", "H"], "positions_angstrom": [[-0.65, 1.02, 0.37], [-1.81, 4.09, -0.73], [-2.59, 3.34, 0.11], [-3.75, 3.69, 0.60], [-4.16, 2.65, 1.33], [-3.28, 1.68, 1.35], [-2.31, 2.07, 0.52], [-0.52, 3.79, -1.07], [0.31, 4.66, -1.58], [1.44, 3.98, -1.74], [1.33, 2.70, -1.26], [0.07, 2.63, -0.77], [-2.26, 4.88, -1.16], [4.23, 3.97, 2.26], [5.79, 4.17, 2.93], [6.36, 3.18, 3.68], [5.43, 2.00, 3.54], [4.30, 2.21, 2.70], [3.24, 1.26, 2.44], [2.08, 1.62, 1.78], [1.05, 0.84, 1.68], [0.80, -0.28, 2.49], [1.95, -0.81, 3.02], [1.86, -2.06, 3.59], [0.64, -2.86, 3.73], [-0.50, -2.22, 3.11], [-1.73, -2.81, 3.10], [-2.82, -2.23, 2.32], [-2.55, -1.09, 1.61], [-1.26, -0.56, 1.57], [-0.31, -1.05, 2.31], [-4.17, -2.71, 2.40], [-5.28, -2.05, 1.68], [-6.52, -2.73, 1.76], [-6.35, -3.87, 2.55], [-4.75, -4.11, 3.09], [3.20, 0.05, 3.03], [6.43, 5.05, 2.81], [7.40, 3.27, 4.06], [5.67, 1.02, 4.03], [2.07, 2.54, 1.15], [2.73, -2.44, 4.01], [0.55, -3.83, 4.11], [-1.91, -3.66, 3.80], [-3.39, -0.52, 1.23], [-5.42, -1.14, 1.10], [-7.41, -2.68, 1.28], [-6.79, -4.85, 2.37], [3.94, -0.45, 3.58], [0.37, 1.16, -3.50], [-0.02, -0.28, -3.23], [-0.61, -0.94, -4.46], [-0.95, -0.49, -1.57], [-2.81, -0.21, -1.81], [-3.62, -1.32, -2.49], [-3.05, 1.19, -2.41], [-0.59, -2.25, -1.02], [-0.87, -3.34, -2.06], [0.89, -2.34, -0.46], [0.59, 1.29, -4.57], [1.30, 1.42, -3.12], [-0.38, 1.91, -3.22], [0.91, -0.75, -2.86], [-1.56, -0.48, -4.72], [-0.61, -2.00, -4.57], [0.06, -0.69, -5.26], [-3.08, -0.15, -0.78], [-3.26, -1.61, -3.48], [-4.64, -0.96, -2.55], [-3.72, -2.13, -1.76], [-3.07, 1.19, -3.48], [-2.30, 1.95, -2.14], [-4.02, 1.54, -2.14], [-1.26, -2.39, -0.14], [-0.34, -3.14, -2.98], [-1.89, -3.35, -2.32], [-0.55, -4.34, -1.68], [1.55, -2.71, -1.31], [1.11, -2.96, 0.34], [1.39, -1.37, -0.30], [4.11, 1.55, -2.63], [3.81, 1.14, -0.88], [5.19, 0.07, -0.64], [2.66, 0.13, -0.76], [5.11, 1.28, -2.98], [4.03, 2.62, -2.76], [3.46, 0.91, -3.34], [6.12, 0.60, -0.53], [5.18, -0.58, -1.56], [4.98, -0.52, 0.22]], "e_above_lowest_kj_mol": 384.2, "homo_lumo_gap_ev": [5.0, 4.3], "total_charge": 1, "s_squared": 6.082, "multiplicity": 5, "homo_energy_ev": [-8.53, -10.58], "e_lumo_ev": [-3.5222, -6.2772], "max_force_ha_per_bohr": 0.13521}